{"formula": "C69H80N14O23", "method": "wB97M-V/def2-TZVPD", "symbols": ["C", "C", "C", "C", "C", "C", "N", "O", "O", "H", "H", "H", "H", "H", "C", "C", "C", "C", "C", "C", "N", "O", "O", "H", "H", "H", "H", "H", "C", "C", "C", "C", "C", "C", "N", "O", "O", "H", "H", "H", "H", "H", "C", "C", "C", "C", "C", "C", "N", "O", "O", "H", "H", "H", "H", "H", "C", "C", "C", "C", "C", "C", "N", "O", "O", "H", "H", "H", "H", "H", "C", "C", "C", "C", "C", "C", "N", "O", "O", "H", "H", "H", "H", "H", "C", "C", "C", "C", "C", "C", "N", "O", "O", "H", "H", "H", "H", "H", "C", "C", "C", "C", "C", "C", "N", "O", "O", "H", "H", "H", "H", "H", "C", "C", "C", "C", "C", "C", "N", "O", "O", "H", "H", "H", "H", "H", "C", "C", "O", "N", "C", "H", "H", "H", "H", "H", "H", "H", "C", "C", "O", "N", "C", "H", "H", "H", "H", "H", "H", "H", "C", "C", "O", "N", "C", "H", "H", "H", "H", "H", "H", "H", "C", "C", "O", "N", "C", "H", "H", "H", "H", "H", "H", "H", "C", "C", "O", "N", "C", "H", "H", "H", "H", "H", "H", "H"], "positions_angstrom": [[-0.0284, 4.7056, 3.1440], [0.4856, 5.5297, 4.2083], [0.7449, 4.8285, 5.3589], [0.4510, 3.4550, 5.5684], [-0.1188, 2.6996, 4.5638], [-0.3369, 3.3524, 3.3901], [0.6072, 2.9081, 6.9348], [1.0193, 3.6510, 7.7701], [0.4260, 1.7329, 7.0562], [-0.2404, 5.0324, 2.1878], [0.6811, 6.5724, 4.0340], [1.2576, 5.3684, 6.1724], [-0.3067, 1.6447, 4.8052], [-0.7851, 2.7079, 2.6387], [-1.9350, -1.0074, -6.9093], [-1.1038, -1.9415, -7.4680], [-0.7315, -3.0194, -6.6193], [-1.0266, -3.0259, -5.3108], [-1.6908, -1.9848, -4.6989], [-2.2241, -1.0011, -5.5806], [-0.4956, -4.1501, -4.4915], [-1.0424, -4.2257, -3.4192], [0.4785, -4.7417, -4.8755], [-2.2748, -0.1711, -7.4985], [-0.8009, -1.9672, -8.5124], [-0.1188, -3.8393, -6.8979], [-1.9591, -1.9211, -3.6195], [-2.9213, -0.3203, -5.1337], [-4.4348, -1.5592, 2.2226], [-4.4412, -2.3191, 1.1004], [-4.3888, -1.6840, -0.1307], [-4.4000, -0.2812, -0.2001], [-4.4550, 0.5047, 0.9477], [-4.3848, -0.1648, 2.1445], [-4.4027, 0.3306, -1.5590], [-3.9663, -0.3304, -2.5158], [-4.6133, 1.5365, -1.6144], [-4.5181, -1.9774, 3.2401], [-4.4554, -3.4137, 1.1665], [-4.4151, -2.2646, -1.0704], [-4.3847, 1.5701, 0.9451], [-4.4825, 0.3465, 3.0974], [3.4320, -0.1385, 1.2662], [2.5409, 0.2995, 2.2577], [2.9982, 0.9993, 3.3621], [4.3586, 1.2117, 3.4558], [5.2927, 0.7303, 2.5562], [4.8055, -0.0583, 1.5618], [4.8063, 1.9689, 4.6387], [4.1478, 2.0000, 5.6791], [5.9089, 2.4913, 4.6164], [3.0669, -0.6436, 0.3184], [1.4658, 0.0604, 2.1461], [2.4049, 1.3204, 4.1731], [6.3508, 0.9898, 2.7191], [5.5088, -0.4868, 0.8135], [3.7156, -0.3231, -7.7732], [2.4011, -0.0663, -7.3705], [2.0500, 0.3316, -6.0471], [3.1209, 0.4099, -5.1687], [4.4301, 0.1466, -5.5362], [4.7669, -0.2044, -6.8524], [2.8346, 0.8272, -3.8037], [1.6959, 1.1470, -3.5201], [3.7522, 0.9084, -3.0318], [3.9667, -0.5781, -8.8113], [1.5690, -0.2723, -8.0158], [1.0650, 0.4414, -5.7642], [5.2319, 0.1313, -4.7799], [5.8272, -0.2845, -7.0781], [-0.3833, 0.1127, -0.6871], [-0.0876, -1.1454, -1.2050], [-0.4757, -2.2995, -0.5122], [-1.0749, -2.1410, 0.7389], [-1.3358, -0.8805, 1.2731], [-1.0186, 0.2773, 0.5596], [-1.4811, -3.3924, 1.4754], [-1.5643, -4.4171, 0.8565], [-1.5200, -3.3241, 2.6763], [-0.2535, 1.0394, -1.3210], [0.1535, -1.1489, -2.2523], [-0.3759, -3.3324, -0.8685], [-1.8224, -0.7088, 2.2025], [-1.3787, 1.2570, 0.8843], [-3.1082, 4.3331, 7.6664], [-3.4357, 5.4081, 6.9572], [-3.6162, 5.4416, 5.5585], [-3.3540, 4.2280, 4.9797], [-2.9469, 3.1200, 5.6336], [-2.8599, 3.1067, 6.9729], [-3.4380, 4.0982, 3.4343], [-3.4744, 2.9810, 2.9514], [-3.5360, 5.1338, 2.8063], [-3.0933, 4.3816, 8.7699], [-3.7166, 6.2994, 7.5690], [-3.9449, 6.3005, 5.0411], [-2.7158, 2.2062, 5.1103], [-2.5823, 2.2915, 7.5847], [1.3010, -3.3727, 6.7900], [0.0455, -3.9747, 6.6511], [-1.0094, -3.2805, 6.0157], [-0.8491, -1.9311, 5.7399], [0.3582, -1.2511, 6.0170], [1.4173, -2.0164, 6.4992], [-1.9438, -1.1624, 5.2455], [-1.8269, 0.0093, 4.9160], [-3.0529, -1.6947, 5.2296], [2.1691, -3.8951, 7.1521], [-0.1034, -4.9255, 7.1348], [-2.0172, -3.7902, 5.8213], [0.3718, -0.1691, 5.9465], [2.3936, -1.5392, 6.5942], [-2.6089, -7.9438, -1.6102], [-1.5126, -7.4770, -2.3056], [-1.3448, -7.8779, -3.6520], [-2.2397, -8.7359, -4.2325], [-3.3604, -9.1707, -3.5507], [-3.5021, -8.7916, -2.2222], [-2.0573, -9.0964, -5.6563], [-0.9241, -8.9705, -6.0998], [-3.0226, -9.6337, -6.1879], [-2.7509, -7.6522, -0.6004], [-0.8082, -6.7434, -1.9407], [-0.5103, -7.4336, -4.2083], [-4.1312, -9.6957, -4.0999], [-4.3290, -9.2311, -1.7367], [-1.6885, 1.9306, -3.3239], [-1.8827, 2.6217, -4.6725], [-1.4508, 2.1097, -5.7021], [-2.5292, 3.7892, -4.5870], [-2.7913, 4.5201, -5.8602], [-0.6412, 2.1974, -2.9208], [-1.5647, 0.8095, -3.4948], [-2.3941, 2.0292, -2.5256], [-2.8781, 4.1999, -3.7604], [-1.8458, 5.0874, -6.1299], [-3.5307, 5.2336, -5.8036], [-3.0546, 3.7762, -6.6169], [-2.3581, 4.0066, -0.0651], [-2.7450, 5.0406, -1.0110], [-3.3439, 4.7662, -2.0385], [-2.1391, 6.2607, -0.8420], [-2.4387, 7.3973, -1.7385], [-3.1447, 3.3381, -0.0615], [-2.1630, 4.3637, 0.9485], [-1.4713, 3.4559, -0.5163], [-1.2630, 6.1842, -0.3068], [-1.4931, 7.9898, -1.8841], [-3.1767, 8.1030, -1.2733], [-2.8029, 7.0351, -2.7054], [1.7216, 2.9832, -0.0480], [1.2896, 4.2840, -0.7556], [0.6178, 5.1397, -0.1417], [1.6529, 4.4636, -2.0355], [1.4017, 5.7504, -2.6671], [2.2174, 2.3053, -0.7146], [0.7800, 2.4612, 0.2414], [2.2328, 3.3677, 0.8388], [2.0922, 3.6655, -2.5113], [0.6040, 6.2290, -2.0834], [1.1531, 5.6054, -3.8068], [2.2109, 6.5248, -2.6245], [6.8883, -2.6801, -1.4043], [5.7388, -2.2127, -2.2725], [5.9276, -1.6215, -3.3042], [4.5281, -2.6856, -1.8182], [3.2190, -2.7621, -2.4847], [7.4360, -1.7784, -1.0825], [7.4724, -3.4410, -1.9966], [6.4903, -3.1596, -0.4776], [4.5917, -3.1994, -0.9351], [2.4952, -2.1240, -1.9116], [2.8356, -3.8013, -2.3980], [3.2761, -2.5126, -3.5572], [1.7057, -3.2835, 2.2987], [3.1991, -3.3819, 2.1491], [3.7949, -3.5177, 1.1021], [3.8859, -3.3463, 3.3178], [5.3493, -3.2105, 3.4509], [1.2762, -2.5479, 1.5486], [1.3146, -3.0696, 3.3058], [1.3595, -4.2805, 1.9250], [3.2793, -3.0828, 4.1044], [5.6965, -3.4001, 4.4974], [5.7193, -2.2143, 3.1791], [5.8438, -4.0159, 2.8749]], "forces_ev_per_angstrom": [[0.0571, -0.8597, 2.9435], [-0.8828, -2.6750, -2.2232], [0.8395, 0.1939, 2.0625], [-0.3423, 1.9145, -0.4576], [0.9921, -0.3800, 2.1557], [-0.1246, 0.1622, -1.5983], [1.0932, 0.9479, -2.2922], [0.1020, 0.7385, 1.4900], [-0.6548, -1.7958, 0.6343], [-0.2165, 1.0596, -1.7962], [0.1948, 0.1235, 0.2641], [-0.5431, -0.4272, -0.2539], [-0.2720, 0.5731, -0.6493], [0.0731, 0.5304, -0.4482], [0.2483, 1.2423, -1.2061], [0.3999, -2.2163, 0.8344], [0.5132, 0.9502, -2.0938], [0.0871, 0.1322, 1.2944], [-1.7699, 1.1032, -0.1347], [0.2371, -1.5123, 2.5748], [-0.4437, 2.4331, -0.2573], [0.0786, -1.2187, 1.0788], [0.1997, -0.9246, 0.0288], [-0.2228, 0.0551, -0.1873], [-0.1750, 0.1950, 0.2338], [0.4355, -0.4944, -0.8921], [0.4112, -0.3136, -1.0311], [0.0405, 0.5990, -0.0852], [-0.2272, 0.8194, 1.8402], [0.2036, -1.0619, -0.8638], [-0.2818, 0.3472, -1.1710], [-0.5215, -1.2145, -0.3980], [0.8354, -0.3832, -0.4493], [-1.0401, -0.4931, 0.9815], [1.9345, 0.7098, -0.3293], [-1.1036, 0.4406, 1.2600], [-0.3952, -0.9934, -0.0211], [0.2398, -0.0090, -0.7592], [-0.0807, 0.4718, -0.1450], [0.1591, 0.4598, 0.6354], [-0.2827, 0.4973, -0.2871], [0.3697, 0.3326, -0.2530], [-0.1525, -0.8913, 0.3828], [-0.9414, -0.3010, -0.9226], [0.9466, -0.7761, -0.6113], [-0.4363, 0.5886, 0.6879], [0.5882, 0.6191, 1.4413], [0.1736, -0.2935, -3.1269], [1.2082, 0.4551, 1.9266], [-0.6917, -0.4583, -1.3382], [-0.0856, -0.1823, -0.9972], [0.5512, 0.5780, 1.4206], [0.6520, 0.4271, 0.0493], [-0.8373, 0.3335, 0.5683], [-0.6133, -0.4300, -0.2198], [-0.5277, 0.3043, 0.6670], [0.4954, 0.3078, 0.0226], [-0.3715, -0.0969, 1.2308], [3.2094, -1.2300, -2.1031], [-0.4315, -0.0435, -0.5166], [1.2434, -0.4011, 0.1728], [-1.1006, 0.6883, 0.8226], [0.1746, 0.3221, -0.1124], [-0.7142, -0.0154, 0.0679], [0.7437, -0.0530, 0.7290], [-0.4062, 0.0182, 0.4576], [-0.0868, 0.1614, -0.5243], [-1.9397, 0.4905, 0.5737], [-0.6589, 0.2382, -0.3397], [-0.3484, -0.3333, -0.2511], [-0.5021, 1.5466, -0.0229], [-1.1579, 0.1221, 0.1360], [-0.1487, -0.1605, 0.4331], [-0.1594, 0.2465, -0.4376], [0.2780, 0.4144, -0.1648], [0.3416, -1.0729, -0.9879], [1.6001, 1.1716, -0.3689], [-0.4783, -0.6585, -0.7969], [-0.5502, 0.3916, 1.1204], [0.1519, -1.3861, 0.7316], [0.6718, -0.4345, -0.1823], [0.0953, 0.6411, -0.2204], [-0.3431, -0.4798, 0.6872], [0.2969, -0.3319, 0.0756], [0.6319, -3.0782, 0.8332], [-1.7206, 3.7978, -0.2584], [0.6329, -1.4150, 1.4443], [-0.1032, 1.2026, -2.9918], [0.2764, -2.3407, -0.4341], [-0.1404, 2.4070, 2.5072], [-0.6602, 0.4167, 1.2203], [0.2059, 0.2818, 0.1689], [0.1673, -0.3079, 0.1449], [0.1567, -0.1078, -0.7870], [0.3940, -0.4882, -0.8805], [-0.1875, 0.6542, -0.5326], [-0.1577, 0.0307, -0.3468], [0.2929, -1.1083, 0.0438], [-1.0598, 0.6748, -0.2745], [-0.0251, 0.7101, -0.2766], [-1.0852, -1.2840, 0.5982], [2.0191, 0.0687, 0.4382], [-0.8873, -0.9366, 0.1048], [0.6418, 0.5851, -0.6269], [-2.9064, 0.3569, -0.2470], [0.9982, -0.2010, -0.0182], [0.7945, -0.1760, -0.0037], [-0.0247, -0.2569, 0.2397], [-0.2065, -0.4210, -0.5316], [1.7423, 0.9292, 0.3505], [0.3189, -0.2310, -0.1935], [-0.2776, 0.0088, 0.2452], [0.5992, 0.0027, -0.0469], [0.0099, -0.1593, -1.7312], [1.0508, 1.0131, 0.9488], [-0.3006, 0.5741, -0.2549], [0.0478, 0.2964, -0.1703], [-0.0020, -0.5957, -1.2120], [0.1257, -1.0910, 0.8995], [-1.1354, 0.0434, -0.4169], [0.9980, 0.6418, -0.3981], [-0.1718, 0.2122, 0.7927], [-0.1177, -0.0815, 0.3619], [-0.3956, -0.4691, 0.0902], [0.1433, -0.2919, 0.2669], [-0.8373, -0.0150, 0.8630], [2.8366, -1.8795, -0.0912], [-0.0875, -0.7020, 1.3969], [-0.1905, 0.4353, 0.0928], [-0.2875, 0.7416, -3.0943], [3.1729, -1.4276, 0.2725], [-1.4822, 0.0126, -0.6604], [-0.2901, 1.4056, -0.0528], [-0.6782, 0.6709, 0.1121], [-0.2682, -0.0189, 1.3401], [-0.9956, -0.8367, -0.1346], [-1.8856, 1.3706, 0.6795], [0.2848, 0.3023, -0.0475], [2.2273, -0.5054, 0.5309], [1.8168, 1.6623, -1.7770], [-1.2180, 0.0437, 0.0119], [-0.3997, -0.0401, 0.2094], [0.9759, 0.4911, 0.7447], [-1.6563, -1.6287, 0.2748], [0.1808, -0.0937, -0.3047], [-0.8588, 0.7427, 0.6699], [-0.6610, 0.5472, -0.3331], [-0.8795, -0.6085, 0.0128], [0.4901, -0.7642, -0.4273], [0.0591, 0.0706, 0.2952], [-1.9038, 1.1636, -0.3323], [-0.9159, 0.2320, 0.9862], [0.9009, -0.8657, -0.3518], [0.6583, -0.2478, -0.2148], [-0.2919, 0.5112, -2.0478], [0.8792, -0.2365, -0.0432], [0.6493, 0.4852, 0.1851], [0.2503, -0.7273, -0.1023], [-0.2378, 0.8905, 0.2011], [-0.1613, -0.3621, -0.6566], [0.1797, 0.2737, 2.3370], [-0.0371, -1.1386, 0.0955], [-0.1893, -0.2941, 0.7679], [-0.9165, -1.5981, 0.5020], [-0.1701, 0.7624, -0.8804], [0.2405, -0.3063, 0.2984], [-0.0936, 0.0303, 0.6902], [0.3238, -0.6210, -0.4118], [-0.3040, 1.0981, 0.7153], [0.4955, 0.1993, -0.6451], [-0.3469, 0.3837, -0.5281], [0.4901, -0.2983, -0.8590], [0.3014, 0.5442, -0.1273], [0.0777, 0.1718, 0.5762], [-0.9140, -0.3093, -1.5850], [0.9138, 0.4157, 0.8599], [-0.1177, -0.0790, -1.1696], [-0.3974, 0.6646, 1.5999], [0.1201, -0.8721, 0.4577], [0.7581, -0.7125, 1.0037], [0.2633, -0.1625, -0.3861], [-0.1260, 0.6840, 0.5452], [0.9172, -0.2170, -0.3426], [-0.7784, 0.2039, -0.6586], [-0.1764, -0.2969, -0.2522], [-0.2952, 0.6919, -0.0641]], "orbital_gap_ev": 7.951, "spin_multiplicity": 1}